{"formula": "C34H29Br2I2N6O2Pt", "method": "ωB97M-V with the def2-TZVPD basis set", "species": ["Pt", "I", "I", "Br", "Br", "O", "O", "N", "N", "N", "N", "N", "N", "C", "C", "C", "C", "C", "C", "C", "C", "C", "C", "C", "C", "C", "C", "C", "C", "C", "C", "C", "C", "C", "C", "C", "C", "C", "C", "C", "C", "C", "C", "C", "C", "C", "C", "H", "H", "H", "H", "H", "H", "H", "H", "H", "H", "H", "H", "H", "H", "H", "H", "H", "H", "H", "H", "H", "H", "H", "H", "H", "H", "H", "H", "H"], "xyz": [[0.762, 0.844, 0.168], [-4.768, -2.667, 3.929], [1.072, -2.240, 4.858], [7.173, -0.513, -0.948], [1.485, -5.792, 0.476], [0.384, 0.365, 3.189], [-2.407, -0.689, -0.948], [0.834, -1.213, 0.197], [0.794, 2.872, 0.341], [-1.277, 1.275, 0.430], [2.713, 0.512, -0.294], [-2.192, -1.787, -2.970], [-2.924, -2.716, -3.684], [4.903, 1.181, -0.955], [-1.879, 0.153, 2.585], [0.040, -2.753, -3.153], [-4.107, -2.164, -1.890], [-0.364, 3.488, 0.037], [3.569, 1.446, -0.728], [-2.890, -1.451, -1.827], [-0.201, -2.041, 0.377], [0.576, 5.611, 0.576], [2.075, -1.736, 0.108], [-1.844, -2.242, 4.218], [-0.501, 4.858, 0.130], [-3.010, -0.538, 2.796], [-1.857, 1.426, 1.788], [-1.455, 2.538, -0.345], [2.300, -3.097, 0.191], [-2.588, -3.072, -5.058], [1.815, 3.591, 0.833], [1.094, -0.204, -3.523], [-3.012, -1.728, 3.625], [1.221, -3.950, 0.379], [4.474, -1.091, -0.331], [-0.791, -1.640, -3.165], [1.932, -1.312, -3.531], [-0.272, -0.366, -3.349], [-4.094, -2.907, -3.053], [1.404, -2.585, -3.349], [-0.620, -0.296, 3.251], [-5.159, -3.755, -3.650], [-0.660, -1.585, 4.043], [5.375, -0.103, -0.717], [3.147, -0.757, -0.157], [-0.053, -3.409, 0.476], [1.743, 4.963, 0.956], [2.051, -3.452, -3.385], [2.692, 3.040, 1.140], [-2.885, 1.777, 1.682], [-3.463, -2.946, -5.691], [1.499, 0.784, -3.701], [-1.441, 5.325, -0.128], [3.297, -3.501, 0.101], [4.819, -2.104, -0.188], [2.586, 5.509, 1.353], [-2.440, 2.972, -0.163], [-0.921, -4.040, 0.604], [3.163, 2.429, -0.913], [-3.949, -0.217, 2.364], [-5.913, -3.987, -2.902], [-1.898, -3.143, 4.814], [-4.912, -2.102, -1.180], [-1.827, 0.561, -0.095], [-1.391, 2.277, -1.403], [-1.807, -2.407, -5.415], [-1.292, 2.183, 2.336], [0.496, 6.687, 0.653], [-2.237, -4.100, -5.119], [2.992, -1.189, -3.715], [-5.651, -3.227, -4.470], [-0.381, -3.742, -3.018], [-1.181, -1.585, 0.383], [-4.757, -4.687, -4.043], [5.560, 1.964, -1.305], [-0.950, 0.477, -3.393]], "lowdin_charge": [1.2147, 1.2826, 1.2291, 0.9180, 0.8963, 0.0924, -0.0851, -0.0328, -0.0736, -0.1664, -0.0640, 0.0596, -0.0515, -0.0490, -0.0993, -0.0130, 0.0652, -0.2505, -0.0941, -0.3960, -0.0996, 0.0094, -0.1886, -0.2054, 0.0302, -0.0554, -0.1023, -0.1111, -0.0273, 0.0343, -0.0997, -0.0747, -0.6656, -0.6698, -0.0197, -0.2115, -0.0742, -0.0127, -0.2438, -0.0592, -0.3882, 0.0111, -0.6180, -0.6568, -0.1916, -0.0675, -0.0021, 0.1189, 0.1166, 0.1447, 0.1040, 0.1117, 0.1374, 0.1191, 0.1181, 0.1308, 0.1429, 0.1225, 0.1120, 0.1222, 0.0944, 0.1054, 0.1174, 0.0539, 0.1356, 0.1017, 0.1451, 0.1355, 0.1046, 0.1144, 0.1047, 0.1285, 0.0886, 0.0971, 0.1281, 0.1217], "charge": 3, "e_above_lowest_kcal_mol": 0.0, "orbital_gap_ha": 0.141}

***

{"formula": "C3H7Cl2N", "method": "ωB97M-V with the def2-TZVPD basis set", "species": ["Cl", "Cl", "N", "C", "C", "C", "H", "H", "H", "H", "H", "H", "H"], "xyz": [[2.394, 0.818, 1.185], [-1.204, -0.912, -2.163], [0.356, -1.353, 0.449], [-1.019, 0.211, -0.800], [0.701, 0.995, 0.812], [0.350, -0.109, -0.262], [0.012, -2.081, -0.146], [-1.058, 1.200, -1.107], [0.096, 0.695, 1.670], [1.109, -0.239, -1.045], [-0.432, -1.181, 1.085], [0.441, 2.092, 0.407], [-1.746, -0.135, -0.085]], "lowdin_charge": [0.5892, 0.5978, 0.0093, -0.5443, -0.5950, -0.6229, 0.0440, 0.0530, 0.0685, 0.1210, 0.0752, 0.1271, 0.0771], "smiles": "NC(CCl)CCl", "e_above_lowest_kcal_mol": 15.4, "orbital_gap_ha": 0.397}

***

{"formula": "C29H24Br2N", "method": "ωB97M-V with the def2-TZVPD basis set", "species": ["Br", "Br", "N", "C", "C", "C", "C", "C", "C", "C", "C", "C", "C", "C", "C", "C", "C", "C", "C", "C", "C", "C", "C", "C", "C", "C", "C", "C", "C", "C", "C", "C", "H", "H", "H", "H", "H", "H", "H", "H", "H", "H", "H", "H", "H", "H", "H", "H", "H", "H", "H", "H", "H", "H", "H", "H"], "xyz": [[5.495, 4.719, 2.124], [-7.582, 4.393, 1.178], [1.269, -2.316, -1.467], [-5.881, 2.095, 1.275], [2.824, 4.208, 1.248], [-0.090, -2.533, 0.559], [-4.731, 4.245, 1.196], [2.543, -2.253, -3.519], [3.765, 2.531, 2.750], [-2.440, -2.828, 1.033], [3.151, -3.180, -6.074], [-0.798, -4.358, 1.973], [-2.129, -3.937, 1.834], [0.245, 1.539, 1.899], [-0.958, 2.128, 1.538], [-4.656, 1.444, 1.360], [2.137, -3.807, -5.329], [2.189, -1.790, -2.170], [-3.434, 2.173, 1.400], [-3.506, 3.592, 1.279], [1.010, -1.766, -0.120], [3.891, 3.736, 2.034], [-1.417, -2.129, 0.387], [1.484, 2.262, 1.900], [3.561, -1.624, -4.267], [3.863, -2.090, -5.543], [1.640, 3.481, 1.179], [-2.190, 1.494, 1.597], [-5.923, 3.501, 1.216], [0.223, -3.657, 1.326], [1.832, -3.342, -4.047], [2.583, 1.804, 2.676], [2.803, -0.931, -1.824], [1.930, -1.844, 0.494], [-4.756, 5.329, 1.127], [-2.925, -4.474, 2.352], [2.464, 0.873, 3.236], [1.582, -4.654, -5.735], [-2.215, 0.425, 1.817], [4.087, -0.781, -3.815], [4.590, 2.167, 3.356], [-2.590, 4.187, 1.281], [1.268, -3.964, 1.398], [3.389, -3.542, -7.073], [-4.607, 0.353, 1.417], [-1.622, -1.268, -0.254], [-0.548, -5.224, 2.588], [0.716, -0.699, -0.189], [4.649, -1.607, -6.126], [0.233, 0.523, 2.302], [0.819, 3.852, 0.561], [1.054, -3.791, -3.427], [2.917, 5.140, 0.696], [-3.473, -2.495, 0.911], [-0.934, 3.168, 1.214], [-6.804, 1.522, 1.266]], "lowdin_charge": [0.8234, 0.8300, 0.0632, -0.0882, -0.0916, -0.2506, -0.0904, -0.2154, -0.0920, -0.0926, -0.0748, -0.0705, -0.0831, 0.0529, -0.0598, 0.0118, -0.0695, -0.1362, -0.1964, 0.0115, -0.1990, -0.6551, -0.0698, -0.2043, -0.0459, -0.0813, 0.0047, 0.0611, -0.6516, -0.0375, -0.0317, 0.0058, 0.1263, 0.1208, 0.1137, 0.1047, 0.1290, 0.1056, 0.1273, 0.1070, 0.1136, 0.1151, 0.1181, 0.1042, 0.1246, 0.1094, 0.1083, 0.1052, 0.1057, 0.1383, 0.1179, 0.1100, 0.1130, 0.0964, 0.0949, 0.1140], "charge": 1, "e_above_lowest_kcal_mol": 9.8, "orbital_gap_ha": 0.178}

***

{"formula": "C2H4N6O", "method": "ωB97M-V with the def2-TZVPD basis set", "species": ["O", "N", "N", "N", "N", "N", "N", "C", "C", "H", "H", "H", "H"], "xyz": [[-3.349, -0.529, 0.022], [-0.747, 1.570, 0.087], [-2.019, 1.381, 0.207], [-0.141, 0.429, -0.374], [-1.021, -0.583, -0.258], [2.107, 1.074, -0.088], [1.582, -1.151, 0.160], [-2.273, 0.013, -0.046], [1.234, 0.171, -0.048], [-0.793, -1.460, -0.657], [2.579, -1.291, 0.228], [1.717, 2.011, -0.162], [1.123, -1.635, 0.931]], "lowdin_charge": [0.0680, 0.0914, 0.1238, -0.0834, 0.1418, 0.1479, 0.1127, -0.5185, -0.4880, 0.1492, 0.1003, 0.0509, 0.1039], "smiles": "[H]/N=C(/N)n1nnc(=O)[nH]1", "e_above_lowest_kcal_mol": 0.0, "orbital_gap_ha": 0.340}